Computed, not measured: 12 unconnected molecules or ions with the total composition C33H91N5O12 at a distorted geometry, with wB97M-V/def2-TZVPD.

Last column: Mulliken charge in e.
Cartesian coordinates (Å):
1 C 17.44546 14.74006 10.83632  -0.521
2 O 16.85439 13.86244 11.74517  0.367
3 C 15.82510 14.42411 12.56491  -1.698
4 C 14.98003 13.35328 13.17636  0.092
5 C 13.71968 13.99499 13.70298  -0.674
6 N 15.71400 12.59406 14.19583  0.134
7 H 18.38328 14.24688 10.52206  0.084
8 H 17.71932 15.69411 11.40487  0.293
9 H 16.84608 15.00243 9.94352  -0.003
10 H 16.19636 15.07720 13.35193  0.723
11 H 15.21098 15.07939 11.91866  0.441
12 H 14.72213 12.61036 12.43386  0.093
13 H 13.05450 13.26694 14.22640  0.163
14 H 13.14452 14.44567 12.90330  0.439
15 H 13.87244 14.78609 14.45216  -0.082
16 H 16.44177 12.05390 13.70689  0.248
17 H 15.08979 11.90611 14.56253  -0.196
18 N 13.45867 19.34169 11.16778  -0.398
19 C 12.30962 18.62777 10.99391  0.547
20 N 11.12042 19.24579 11.34371  -0.439
21 O 12.28278 17.49874 10.59097  -0.748
22 H 13.44074 20.28093 11.40015  0.176
23 H 14.25039 18.88784 10.72949  0.246
24 H 11.22518 19.98034 12.01388  0.298
25 H 10.36262 18.61641 11.63255  0.093
26 N 8.75675 15.94863 14.71923  -0.354
27 C 10.01349 16.50230 14.89235  0.257
28 N 10.97756 16.18472 14.00355  1.071
29 O 10.20046 17.25051 15.86445  -0.706
30 H 8.32817 16.18256 15.54646  0.275
31 H 8.74263 15.04098 14.30640  0.109
32 H 11.84599 16.75418 14.27074  -0.231
33 H 10.79893 15.85166 13.06982  -0.144
34 C 12.70136 19.64880 15.63577  -1.320
35 C 13.88196 18.66295 15.67135  0.668
36 C 13.72995 17.69677 16.81659  -1.268
37 O 13.99390 17.89420 14.49336  -0.460
38 H 12.75361 20.30716 16.50033  0.473
39 H 11.74883 19.12102 15.81949  0.187
40 H 12.68429 20.19856 14.69625  0.255
41 H 14.77059 19.33184 15.74975  0.272
42 H 12.93803 16.99199 16.75056  0.182
43 H 13.56163 18.17684 17.73601  0.599
44 H 14.66338 17.14979 17.07430  0.247
45 H 14.60282 17.14246 14.61632  0.152
46 C 12.68867 14.00116 18.39788  -1.141
47 C 12.13994 12.81050 17.60998  0.308
48 C 11.27450 13.15080 16.38550  -0.655
49 O 13.24986 12.05331 17.04422  -0.371
50 H 11.92388 14.69998 18.63684  0.404
51 H 13.53849 14.42610 17.63017  0.106
52 H 13.12222 13.71109 19.38095  0.384
53 H 11.43924 12.16603 18.13363  0.251
54 H 10.98178 12.24975 15.85016  0.355
55 H 11.72151 13.90194 15.69836  -0.330
56 H 10.38012 13.62697 16.83480  0.513
57 H 14.01739 11.94953 17.56382  0.237
58 C 13.91943 12.24441 9.63101  -0.437
59 C 13.54444 13.34164 8.68517  0.795
60 C 14.68207 14.21144 8.10428  -1.031
61 O 12.81177 12.69880 7.64200  -0.597
62 H 13.08540 11.63516 9.84020  0.382
63 H 14.34270 12.69485 10.51187  -0.403
64 H 14.61753 11.60682 9.15207  0.350
65 H 12.82083 14.04193 9.17476  -0.164
66 H 15.08846 14.94920 8.79372  0.083
67 H 14.36200 14.61979 7.22566  0.668
68 H 15.58486 13.55679 7.85226  -0.143
69 H 13.52934 12.28676 7.16207  0.380
70 C 7.96479 16.98933 10.92794  -1.719
71 C 9.08070 16.15579 10.24729  0.584
72 C 9.52111 16.86182 8.94812  -0.938
73 O 10.16542 15.79892 11.09805  0.086
74 H 7.74420 16.73142 11.93367  0.342
75 H 7.19150 16.88131 10.19930  0.506
76 H 8.15560 18.06233 11.04311  0.294
77 H 8.54605 15.21618 10.07735  0.181
78 H 10.40540 17.43572 9.22189  0.092
79 H 8.70956 17.47475 8.56608  0.405
80 H 9.76515 16.13756 8.19069  0.309
81 H 10.88100 16.44157 10.96553  -0.171
82 C 13.56613 8.84250 15.32903  -1.401
83 C 14.86018 8.95897 14.64333  1.130
84 C 15.59518 7.61826 14.56069  -1.600
85 O 14.73854 9.56842 13.31534  -0.426
86 H 12.92898 8.08591 14.90011  0.430
87 H 13.00449 9.75192 15.24268  0.247
88 H 13.56126 8.50103 16.38294  0.378
89 H 15.45356 9.73307 15.17445  -0.053
90 H 15.06278 6.93246 13.92271  0.376
91 H 15.69945 7.18805 15.54397  0.408
92 H 16.61844 7.77607 14.21109  0.337
93 H 14.06580 9.10165 12.81761  0.251
94 C 20.56286 13.13996 12.69228  -0.788
95 C 20.56615 11.88678 11.91759  0.344
96 C 20.08397 10.72695 12.80833  -1.303
97 O 19.63289 11.97935 10.83735  -0.482
98 H 21.22412 12.96421 13.51073  0.461
99 H 19.52651 13.37991 13.06591  -0.222
100 H 20.89000 14.02984 12.11988  0.354
101 H 21.49488 11.59765 11.39897  0.271
102 H 20.92053 10.38038 13.46089  0.428
103 H 19.73072 9.97117 12.14687  0.419
104 H 19.36012 11.14971 13.54810  0.180
105 H 18.74661 11.80405 11.07073  0.196
106 C 9.11458 13.23358 12.64147  -0.663
107 C 9.24672 12.07551 11.63859  0.368
108 C 10.45683 11.24130 12.00668  -1.049
109 O 8.01181 11.28355 11.85058  -0.587
110 H 8.09161 13.59918 12.68177  0.553
111 H 9.60385 14.16830 12.27825  -0.263
112 H 9.38765 12.96105 13.68665  0.304
113 H 9.34224 12.44803 10.59052  0.227
114 H 11.32767 11.97593 11.97321  -0.058
115 H 10.70276 10.48380 11.23266  0.458
116 H 10.36789 10.79564 12.98342  0.362
117 H 7.96368 10.56413 11.23893  0.334
118 C 17.71596 14.79962 16.76324  -1.135
119 C 18.34408 13.53205 16.37994  1.351
120 C 19.35196 13.07788 17.45305  -1.599
121 O 17.45457 12.47410 16.14378  -0.570
122 H 16.99656 15.15821 16.01450  0.099
123 H 18.55780 15.56754 16.95438  0.419
124 H 17.13744 14.71930 17.68842  0.296
125 H 18.99138 13.64971 15.48286  -0.323
126 H 19.93691 12.21672 17.12019  0.368
127 H 18.83687 12.93188 18.40658  0.392
128 H 20.02006 13.96837 17.63346  0.365
129 H 16.65285 12.75575 15.66704  0.362
130 C 18.44890 12.58794 6.22107  -1.294
131 C 17.81158 11.39704 7.01864  0.571
132 C 18.69817 10.17678 7.05058  -1.575
133 O 17.49827 11.78455 8.37747  -0.195
134 H 19.50637 12.72922 6.37273  0.299
135 H 17.93030 13.57575 6.32059  0.288
136 H 18.40158 12.28368 5.17028  0.421
137 H 16.85131 11.16374 6.51355  0.301
138 H 18.73323 9.83144 6.03281  0.466
139 H 18.21263 9.42918 7.67116  0.355
140 H 19.68773 10.34117 7.45372  0.346
141 H 18.42516 11.77717 8.84094  0.212

Atoms 1-2, force components in eV/Å:
C 1.25 1.29 0.68
O -0.66 -0.59 0.75

Calculated values
2S+1 ... 1
Relative energy (zero: lowest compared OMol25 entry of this formula, charge and spin) ... 0.0 kJ/mol
SMILES ... COC[C@H](C)N.NC(N)=O.NC(N)=O.CC(C)O.CC(C)O.CC(C)O.CC(C)O.CC(C)O.CC(C)O.CC(C)O.CC(C)O.CC(C)O
HOMO level ... -9.2 eV
Molar mass ... 750.114 g/mol
Maximum force ... 4.07 eV Å⁻¹
DFT total energy ... -67716.3477 eV